Here is C37H37F3O2P2Ti as an isolated structure in a non-equilibrium geometry from OMol25. Energies are from ωB97M-V/def2-TZVPD.

Properties
E_HOMO (alpha / beta), eV: -5.67 / -5.57
Relative energy (zero: lowest compared OMol25 entry of this formula, charge and spin), kJ/mol: 0.0
Gap between HOMO and LUMO (alpha / beta), eV: 5.018 / 3.460
Calculated total energy, a.u.: -3414.12788
Strongest force on any atom, eV/A: 4.24
Multiplicity: 3
⟨S²⟩: 2.040

Element x y z (Å)
1 Ti 0.6440 -4.8235 -0.1820
2 C 1.8785 -6.4358 -0.5384
3 C 2.3511 -5.2299 -1.1338
4 C 2.2018 -4.9542 -2.6118
5 C 0.7271 -4.8164 -3.0883
6 C -0.2568 -4.5929 -1.9707
7 C -0.8356 -5.6633 -1.2232
8 C -0.4612 -7.1042 -1.4747
9 C 1.0440 -7.4684 -1.2498
10 C -0.1249 0.6936 -1.6234
11 H 2.4155 -6.8013 0.3389
12 H 3.1286 -4.6650 -0.6045
13 H 2.6952 -5.7470 -3.2030
14 H 2.7311 -4.0211 -2.8523
15 H 0.6774 -3.9631 -3.7841
16 H 0.4531 -5.7009 -3.6871
17 H -0.7811 -3.6348 -2.0369
18 H -1.8278 -5.5028 -0.7944
19 H -0.7390 -7.4247 -2.4943
20 H -1.0520 -7.7441 -0.8091
21 H 1.0670 -8.4037 -0.6576
22 H 1.4901 -7.7602 -2.2123
23 H -0.0877 -0.0251 -0.7913
24 H -0.9946 1.3616 -1.5380
25 H 0.7843 1.3215 -1.6138
26 P 2.5378 -0.4020 -1.5490
27 P -0.2649 -0.2112 -3.1759
28 C 2.3839 -1.1921 -3.1104
29 C 1.1820 -1.0174 -3.8044
30 C 3.8649 -1.0342 -0.6137
31 C 4.9680 -1.7165 -1.1686
32 C 6.2283 -1.5099 -0.6043
33 C 6.3838 -0.6627 0.5025
34 C 5.2554 -0.1749 1.1846
35 C 3.9905 -0.4311 0.6848
36 C 1.3827 -4.8529 1.9433
37 C 0.5711 -5.7256 2.6614
38 C 0.6228 -5.6704 4.0697
39 C 1.6404 -4.9534 4.6971
40 C 2.4747 -4.1143 3.9547
41 C 2.3303 -4.0384 2.5500
42 C -0.7535 1.0664 -4.3737
43 C 0.1974 2.0514 -4.7008
44 C -0.0706 2.9797 -5.7079
45 C -1.3060 2.9439 -6.3767
46 C -2.2793 2.0100 -5.9992
47 C -2.0098 1.0814 -4.9900
48 C -1.6814 -1.3161 -2.9489
49 C -2.3982 -1.3125 -1.7407
50 C -3.3796 -2.2752 -1.5067
51 C -3.7444 -3.1657 -2.5215
52 C -3.0919 -3.1182 -3.7555
53 C -2.0571 -2.2038 -3.9729
54 H 3.2570 -1.6333 -3.6013
55 H 1.1505 -1.2212 -4.8846
56 H 4.8236 -2.3496 -2.0415
57 H 7.1016 -1.9915 -1.0410
58 H 7.3810 -0.3960 0.8571
59 H 5.3835 0.4099 2.0993
60 H 3.0792 -0.1346 1.2075
61 H -0.0936 -6.4270 2.1326
62 H -0.1195 -6.2123 4.6724
63 H 1.7692 -5.0347 5.7798
64 H 3.2477 -3.5201 4.4553
65 H 2.9448 -3.3533 1.9573
66 H 1.1533 2.0817 -4.1694
67 H 0.6808 3.7237 -5.9787
68 H -1.5018 3.6438 -7.1885
69 H -3.2489 2.0022 -6.4985
70 H -2.7734 0.3655 -4.6870
71 H -2.2209 -0.5486 -0.9843
72 H -3.8688 -2.3081 -0.5340
73 H -4.5420 -3.8896 -2.3394
74 H -3.3952 -3.7936 -4.5584
75 H -1.5539 -2.1664 -4.9410
76 F -2.3373 -2.9507 1.8267
77 C -1.4441 -1.9366 1.9873
78 F -2.0532 -0.7928 1.5551
79 F -1.1918 -1.8067 3.3135
80 C -0.1147 -2.1250 1.2118
81 O -0.0967 -3.1408 0.4077
82 O 0.7637 -1.2871 1.3717

Forces on atoms 1 to 3 (eV/Å):
-1.34 1.15 3.86
2.20 -1.18 -0.40
2.10 -1.16 -0.98

***

Here is C37H37FFeN5O4 as an isolated structure from OMol25. Energies are from ωB97M-V/def2-TZVPD.

Properties
E_HOMO (alpha / beta), eV: -10.64 / -10.43
Relative energy (zero: lowest compared OMol25 entry of this formula, charge and spin), kJ/mol: 12.2
Gap between HOMO and LUMO (alpha / beta), eV: 8.074 / 7.890
Charge: +1
Calculated total energy, a.u.: -3370.46483
Strongest force on any atom, eV/A: 0.48
Multiplicity: 5
⟨S²⟩: 6.011

Element x y z (Å)
1 Fe -1.4858 0.6284 0.6348
2 C 0.5427 1.1576 3.4478
3 C -0.0710 -0.2098 3.4160
4 C 0.4742 -1.2481 4.1699
5 C -0.1271 -2.4889 4.1544
6 C -1.3026 -2.6624 3.4361
7 C -1.8047 -1.5809 2.7439
8 N -1.1798 -0.3993 2.6929
9 C -3.0920 -1.6137 2.0031
10 C -4.0728 -2.5707 2.2065
11 C -5.2298 -2.4859 1.4516
12 C -5.3822 -1.4555 0.5389
13 C -4.3662 -0.5141 0.4153
14 N -3.2589 -0.6122 1.1440
15 C -4.4752 0.6826 -0.4714
16 C -5.3828 0.7032 -1.5122
17 C -5.5346 1.8760 -2.2356
18 C -4.8158 2.9815 -1.8489
19 C -3.9053 2.8904 -0.7904
20 C -3.1908 4.1298 -0.3459
21 N -3.6977 1.7300 -0.1489
22 H 0.3888 1.6067 4.4314
23 H 1.6181 1.1008 3.2747
24 H 0.0960 1.8074 2.7015
25 H 1.3640 -1.0679 4.7587
26 H 0.3025 -3.3154 4.7056
27 H -1.8015 -3.6209 3.4092
28 H -3.9517 -3.3447 2.9509
29 H -6.0245 -3.2072 1.5912
30 H -6.2911 -1.3713 -0.0364
31 H -5.9607 -0.1736 -1.7654
32 H -6.2280 1.9259 -3.0653
33 H -4.9494 3.9346 -2.3433
34 H -3.8251 4.9979 -0.5214
35 H -2.9243 4.0744 0.7045
36 H -2.2609 4.2685 -0.8961
37 C 5.4364 3.4226 -1.5096
38 C 5.1865 3.1768 -0.0262
39 C 6.3650 2.5430 0.6967
40 C 6.6355 1.1447 0.1562
41 C 5.3794 0.3119 0.2017
42 C 5.4425 -1.0622 0.2486
43 C 4.2754 -1.8162 0.3238
44 F 4.3835 -3.1567 0.3616
45 C 3.0431 -1.2385 0.3765
46 C 2.9482 0.1573 0.3175
47 C 1.6198 0.7832 0.3611
48 O 0.6103 0.0601 0.5058
49 C 1.5993 2.2014 0.2512
50 C 2.7820 2.8825 0.1507
51 N 3.9923 2.3176 0.1501
52 C 4.1103 0.9296 0.2209
53 C 0.3413 3.0244 0.2127
54 O 0.4209 4.2251 0.0236
55 O -0.7669 2.3802 0.3869
56 H 6.3688 3.9726 -1.6437
57 H 4.6269 4.0085 -1.9458
58 H 5.5065 2.4839 -2.0615
59 H 4.9476 4.1249 0.4547
60 H 6.1382 2.4834 1.7641
61 H 7.2385 3.1828 0.5782
62 H 7.4144 0.6550 0.7405
63 H 7.0058 1.2024 -0.8701
64 H 6.4013 -1.5664 0.2440
65 H 2.1437 -1.8285 0.4752
66 H 2.7446 3.9627 0.0670
67 O -1.6265 -0.8735 -0.9230
68 C -2.0216 -1.9515 -1.3451
69 C -2.9414 -2.0890 -2.5177
70 C -2.0740 -2.6923 -3.6668
71 C -0.5467 -2.4509 -3.5503
72 C 0.2319 -3.4140 -2.6314
73 C -0.0004 -3.1833 -1.1377
74 N -1.4594 -3.1205 -0.8984
75 H -3.3300 -1.1080 -2.7839
76 H -3.7813 -2.7438 -2.2735
77 H -2.4156 -2.2539 -4.6030
78 H -2.2568 -3.7668 -3.7429
79 H -0.3609 -1.4167 -3.2399
80 H -0.1277 -2.5453 -4.5517
81 H 1.2999 -3.3227 -2.8401
82 H -0.0516 -4.4426 -2.8793
83 H 0.4170 -2.2326 -0.8100
84 H 0.4335 -3.9798 -0.5361
85 H -1.9232 -3.9341 -1.2835

Forces on atoms 1 to 3 (eV/Å):
0.07 -0.17 0.30
0.01 -0.09 -0.04
-0.11 -0.05 0.05

***

What is the multiplicity in the first record?
3

***

relative energy (zero: lowest compared OMol25 entry of this formula, charge and spin) of number 1 (C37H37F3O2P2Ti)?
0.0 kJ/mol

***

Among the records above, which one has the highest strongest force on any atom?
C37H37F3O2P2Ti